A.
DFT (ωB97M-V/def2-TZVPD) results for one molecule with the formula C21H26N2O3.

Geometry (Å):
C -4.641 4.075 -2.097
C -4.148 2.794 -1.437
C -4.695 2.658 -0.014
O -4.293 1.460 0.615
C -3.027 1.345 1.108
C -2.701 0.091 1.631
C -1.458 -0.143 2.172
C -0.498 0.869 2.208
N 0.753 0.563 2.757
C 1.907 1.274 2.681
O 2.012 2.386 2.205
C 3.106 0.499 3.214
C 3.696 -0.339 2.067
C 2.610 -1.236 1.491
O 2.019 -2.055 2.173
N 2.317 -1.012 0.199
C 1.272 -1.727 -0.515
C 0.278 -0.739 -1.124
C 1.872 -2.628 -1.571
C 2.692 -2.109 -2.566
C 3.240 -2.936 -3.529
C 2.973 -4.294 -3.512
C 2.158 -4.820 -2.525
C 1.613 -3.992 -1.560
C -0.820 2.118 1.694
C -2.070 2.353 1.147
H -5.727 4.088 -2.141
H -4.311 4.947 -1.536
H -4.254 4.152 -3.109
H -3.057 2.786 -1.410
H -4.471 1.927 -2.015
H -4.419 3.530 0.592
H -5.787 2.597 -0.045
H -3.448 -0.686 1.601
H -1.216 -1.120 2.567
H 0.826 -0.386 3.104
H 3.854 1.207 3.570
H 2.809 -0.159 4.030
H 4.105 0.321 1.301
H 4.497 -0.970 2.457
H 2.820 -0.306 -0.315
H 0.768 -2.340 0.240
H -0.527 -1.282 -1.611
H -0.148 -0.103 -0.351
H 0.767 -0.110 -1.865
H 2.907 -1.050 -2.594
H 3.877 -2.519 -4.296
H 3.401 -4.940 -4.265
H 1.948 -5.879 -2.505
H 0.983 -4.406 -0.787
H -0.087 2.907 1.714
H -2.279 3.338 0.760

Computed properties:
Total charge   0
Multiplicity   1
Kohn-Sham gap   8.6 eV
SMILES   CCCOc1ccc(NC(=O)CCC(=O)N[C@@H](C)c2ccccc2)cc1

=====

B.
DFT (ωB97M-V/def2-TZVPD) results for one molecule with the formula C21H26N2O3.

Geometry (Å):
C 1.780 3.319 -2.333
O 2.342 2.951 -1.143
C 2.551 1.730 -0.902
C 2.259 0.570 -1.800
C 2.459 -0.891 -1.547
C 2.803 -1.104 -0.063
C 3.070 -2.457 0.179
C 1.788 -3.089 1.051
C 0.790 -2.927 -0.098
O 0.668 -3.776 -0.846
N -0.374 -2.150 0.021
C -0.631 -1.034 1.278
C -0.802 0.286 0.622
N -1.831 0.384 -0.741
C -3.052 0.479 -0.100
C -4.136 0.411 -1.051
C -5.406 1.053 -0.717
C -5.860 1.036 0.757
C -4.756 0.917 1.676
C -3.479 0.762 1.198
C -1.541 -0.786 -1.680
C -1.431 -2.125 -0.835
C 2.957 -0.105 0.962
C 2.802 1.360 0.315
O 2.928 2.440 1.166
C 3.483 2.147 2.558
H 1.503 4.470 -2.351
H 2.467 3.080 -3.247
H 0.776 2.918 -2.686
H 1.906 0.899 -2.885
H 2.409 -1.654 -2.070
H 3.248 -3.079 -0.442
H 3.949 -2.663 1.063
H 2.181 -4.146 1.200
H 1.674 -2.617 1.934
H 0.350 -0.940 1.828
H -1.496 -1.333 1.655
H -1.006 0.966 1.228
H 0.119 0.356 -0.078
H -3.869 0.694 -2.060
H -6.231 0.926 -1.448
H -6.817 1.176 0.907
H -5.000 1.136 2.669
H -2.787 0.534 1.907
H -2.377 -0.811 -1.970
H -0.777 -0.457 -1.783
H -1.296 -2.806 -1.498
H -2.266 -2.507 -0.176
H 3.405 -0.131 1.829
H 4.374 1.921 2.591
H 2.642 1.673 3.044
H 3.537 2.996 2.913

Computed properties:
Total charge   0
Multiplicity   1
Kohn-Sham gap   8.2 eV
SMILES   COc1ccc(CCC(=O)N2CCN(c3ccccc3)CC2)cc1OC

=====

Quick ranking, most stable first: A, B.

=====

A.
DFT (ωB97M-V/def2-TZVPD) results for one molecule with the formula C20H29N5O3.

Geometry (Å):
C -1.311 3.431 -3.322
N -0.523 2.930 -2.228
C -0.956 2.074 -1.308
O -2.041 1.520 -1.376
C -0.077 1.797 -0.077
C -0.712 2.490 1.138
C -0.068 2.333 2.509
C 1.141 1.775 2.763
N 1.400 1.735 4.124
C 0.330 2.269 4.862
C 0.040 2.384 6.256
C -1.155 2.989 6.608
C -2.089 3.420 5.657
C -1.808 3.244 4.285
C -0.586 2.681 3.839
N 0.112 0.368 0.066
C 0.832 -0.338 -0.772
O 1.467 0.201 -1.696
C 0.874 -1.875 -0.604
C -0.190 -2.549 -1.487
C 0.063 -2.260 -2.988
C 0.200 -3.530 -3.796
C 1.251 -4.511 -3.261
N 2.643 -4.008 -3.425
N 2.176 -2.443 -0.824
C 3.102 -2.336 0.098
C 4.488 -2.899 -0.231
O 2.922 -1.794 1.167
H -0.682 3.904 -4.113
H -1.906 2.600 -3.778
H -2.013 4.186 -2.990
H 0.400 3.331 -2.126
H 0.923 2.203 -0.264
H -1.709 2.064 1.249
H -0.772 3.559 0.924
H 1.845 1.424 2.006
H 2.261 1.308 4.479
H 0.704 1.955 7.024
H -1.385 3.130 7.644
H -3.031 3.829 5.936
H -2.563 3.488 3.573
H -0.278 -0.144 0.849
H 0.576 -2.078 0.428
H -0.236 -3.587 -1.276
H -1.160 -2.088 -1.299
H 0.954 -1.652 -3.151
H -0.815 -1.763 -3.411
H 0.449 -3.273 -4.829
H -0.778 -4.061 -3.770
H 1.212 -5.479 -3.781
H 1.070 -4.682 -2.195
H 2.758 -3.710 -4.387
H 3.211 -4.820 -3.258
H 2.423 -2.969 -1.665
H 5.251 -2.470 0.397
H 4.719 -2.680 -1.288
H 4.523 -3.982 -0.106

Computed properties:
Total charge   0
Multiplicity   1
Kohn-Sham gap   8.6 eV
SMILES   CNC(=O)[C@@H](Cc1c[nH]c2ccccc12)NC(=O)[C@@H](CCCCN)NC(C)=O

=====

B.
DFT (ωB97M-V/def2-TZVPD) results for one molecule with the formula C20H29N5O3.

Geometry (Å):
C 8.224 2.748 -0.699
C 7.353 1.765 0.070
C 6.048 1.473 -0.666
C 5.174 0.495 0.108
O 5.496 0.013 1.170
N 4.002 0.238 -0.542
C 2.930 -0.584 -0.168
C 2.941 -1.312 1.031
C 1.880 -2.112 1.397
C 0.794 -2.179 0.539
C 0.776 -1.454 -0.674
C 1.847 -0.648 -1.033
N -0.402 -1.694 -1.326
C -1.081 -2.507 -0.563
C -2.453 -3.013 -0.895
N -3.557 -2.078 -0.793
C -3.712 -1.108 -1.861
C -2.876 0.164 -1.667
N -3.143 0.723 -0.355
C -3.783 1.904 -0.239
O -4.060 2.622 -1.173
O -4.045 2.218 1.057
C -4.704 3.464 1.264
C -6.207 3.352 1.046
C -2.916 -0.202 0.731
C -3.767 -1.463 0.500
N -0.410 -2.846 0.585
C -0.832 -3.745 1.622
H 9.147 2.942 -0.157
H 7.705 3.694 -0.839
H 8.481 2.350 -1.679
H 7.890 0.828 0.221
H 7.118 2.167 1.056
H 6.262 1.048 -1.651
H 5.488 2.401 -0.815
H 3.863 0.710 -1.425
H 3.802 -1.235 1.673
H 1.911 -2.660 2.326
H 1.825 -0.093 -1.958
H -2.436 -3.371 -1.928
H -2.690 -3.860 -0.244
H -3.450 -1.578 -2.808
H -4.774 -0.835 -1.887
H -3.140 0.914 -2.412
H -1.812 -0.081 -1.743
H -4.475 3.734 2.298
H -4.282 4.209 0.582
H -6.407 3.099 0.008
H -6.681 4.301 1.277
H -6.625 2.579 1.688
H -3.186 0.272 1.673
H -1.850 -0.454 0.751
H -3.578 -2.199 1.284
H -4.823 -1.175 0.550
H -1.042 -4.737 1.216
H -1.726 -3.370 2.127
H -0.032 -3.833 2.354

Computed properties:
Total charge   0
Multiplicity   1
Kohn-Sham gap   8.6 eV
SMILES   CCCC(=O)Nc1ccc2c(c1)nc(CN1CCN(C(=O)OCC)CC1)n2C

=====

Quick ranking, most stable first: B, A.